1.
This record from the OMol25 dataset describes 2 unconnected molecules or ions with the total composition CH9N6. The level of theory is wB97M-V/def2-TZVPD.

Bonds (Å) are listed after each position.
CARTESIAN COORDINATES (ANGSTROEM)
1 C 0.672 -0.625 -0.691  N2 1.393, N3 1.348, N4 1.405
2 N 0.616 0.600 -0.032  C1 1.393, N7 1.434, H12 1.032
3 N -0.488 -1.275 -0.910  C1 1.348, H8 1.116, H9 1.034
4 N 1.863 -1.369 -0.637  C1 1.405, H10 1.030, H11 1.047
5 N -2.699 0.151 0.463  N6 1.197, H13 1.105
6 N -1.937 0.816 1.104  N5 1.197, H14 0.995
7 N 1.798 1.254 0.450  N2 1.434, H15 0.996, H16 1.048
8 H -1.419 -0.821 -0.496  N3 1.116
9 H -0.477 -2.054 -1.590  N3 1.034
10 H 2.710 -0.788 -0.548  N4 1.030
11 H 1.887 -2.133 -1.353  N4 1.047
12 H -0.298 0.828 0.390  N2 1.032
13 H -3.733 0.030 0.834  N5 1.105
14 H -2.299 1.482 1.749  N6 0.995
15 H 1.775 1.328 1.443  N7 0.996
16 H 1.909 2.229 0.082  N7 1.048

Its charge is +1. For the energy above the lowest of the compared OMol25 structures with the same formula, charge and spin, the calculation gives 29.19 kcal per mole. The calculation puts the frontier orbital gap at 10.2 eV. As for the HOMO energy: -14.06 eV. As for the spin multiplicity: 1.

Here are the Mulliken charges for atoms 1 to 4, given in e: number 1, C, carries 0.53; number 2, N, carries 0.06; number 3, N, carries -0.32; number 4, N, carries -0.42

2.
This record from the OMol25 dataset describes C2H7NS in the gas phase. The level of theory is wB97M-V/def2-TZVPD.

Bonds (Å) are listed after each position.
CARTESIAN COORDINATES (ANGSTROEM)
1 C -1.383 1.410 0.325  S2 1.925, H5 1.198, H6 1.170, H7 1.088
2 S -0.811 -0.390 -0.051  C1 1.925, C3 1.905
3 C 1.006 0.015 -0.453  S2 1.905, N4 1.449, H8 1.083, H9 1.053
4 N 1.889 -0.968 0.143  C3 1.449, H10 1.066, H11 0.997
5 H -1.476 2.129 -0.628  C1 1.198
6 H -2.460 1.149 0.699  C1 1.170
7 H -0.670 1.805 1.046  C1 1.088
8 H 0.992 0.093 -1.533  C3 1.083
9 H 1.120 0.986 -0.063  C3 1.053
10 H 2.937 -0.865 -0.020  N4 1.066
11 H 1.575 -0.830 1.079  N4 0.997

Its charge is 0. For the energy above the lowest of the compared OMol25 structures with the same formula, charge and spin, the calculation gives 23.97 kcal per mole. The calculation puts the frontier orbital gap at 9.7 eV. As for the HOMO energy: -8.68 eV. As for the spin multiplicity: 1.

Here are the Mulliken charges for atoms 1 to 4, given in e: number 1, C, carries -0.73; number 2, S, carries -0.11; number 3, C, carries -0.48; number 4, N, carries -0.57

3.
This record from the OMol25 dataset describes 3 unconnected molecules or ions with the total composition C30H45FO9. The level of theory is wB97M-V/def2-TZVPD.

Bonds (Å) are listed after each position.
CARTESIAN COORDINATES (ANGSTROEM)
1 C 6.075 -0.127 1.021  C2 1.579, H29 1.130, H30 1.127, H31 1.117
2 C 6.068 1.040 2.085  C1 1.579, O3 1.205, O4 1.391
3 O 5.663 0.806 3.195  C2 1.205
4 O 6.553 2.270 1.655  C2 1.391, C5 1.465
5 C 5.543 3.321 1.806  O4 1.465, C6 1.589, H32 1.129, H33 1.121
6 C 5.693 4.283 0.550  C5 1.589, C7 1.576, H34 1.124, H35 1.128
7 C 4.932 3.743 -0.719  C6 1.576, C8 1.592, H36 1.120, H37 1.130
8 C 3.345 3.827 -0.631  C7 1.592, C9 1.573, H38 1.132, H39 1.131
9 C 2.782 4.871 0.402  C8 1.573, C10 1.604, H40 1.128, H41 1.129
10 C 1.213 4.575 0.544  C9 1.604, C11 1.581, H42 1.124, H43 1.132
11 C 0.394 5.808 1.099  C10 1.581, C12 1.585, H44 1.131, H45 1.133
12 C -0.721 5.402 2.150  C11 1.585, C13 1.562, H46 1.134, H47 1.116
13 C -2.032 5.080 1.364  C12 1.562, C14 1.490, C18 1.461
14 C -2.817 6.253 0.886  C13 1.490, C15 1.459, H48 1.123
15 C -4.035 6.078 0.102  C14 1.459, C16 1.487, H49 1.112
16 C -4.451 4.680 -0.188  C15 1.487, C17 1.449, H50 1.113
17 C -3.707 3.533 0.293  C16 1.449, C18 1.502, C27 1.567
18 C -2.452 3.705 1.100  C13 1.461, C17 1.502, C19 1.542
19 C -1.718 2.434 1.570  C18 1.542, O20 1.213, C21 1.573
20 O -0.684 2.388 2.204  C19 1.213
21 C -2.388 1.050 1.239  C19 1.573, C22 1.359, H51 1.123
22 C -3.512 0.909 0.489  C21 1.359, C23 1.567, C27 1.542
23 C -4.085 -0.527 0.232  C22 1.567, C24 1.564, H52 1.127, H53 1.128
24 C -4.030 -0.876 -1.292  C23 1.564, O25 1.181, F26 1.398
25 O -3.044 -0.878 -1.943  C24 1.181
26 F -5.246 -1.201 -1.900  C24 1.398
27 C -4.257 2.121 -0.106  C17 1.567, C22 1.542, O28 1.213
28 O -5.195 2.022 -0.869  C27 1.213
29 H 5.343 0.191 0.221  C1 1.130
30 H 7.076 -0.241 0.517  C1 1.127
31 H 5.771 -1.069 1.539  C1 1.117
32 H 5.871 3.922 2.703  C5 1.129
33 H 4.507 2.906 1.917  C5 1.121
34 H 6.790 4.309 0.306  C6 1.124
35 H 5.414 5.339 0.832  C6 1.128
36 H 5.278 4.343 -1.599  C7 1.120
37 H 5.192 2.647 -0.815  C7 1.130
38 H 2.926 4.062 -1.656  C8 1.132
39 H 2.967 2.788 -0.395  C8 1.131
40 H 2.909 5.944 0.074  C9 1.128
41 H 3.192 4.738 1.446  C9 1.129
42 H 1.137 3.688 1.229  C10 1.124
43 H 0.806 4.224 -0.452  C10 1.132
44 H 1.047 6.652 1.472  C11 1.131
45 H -0.155 6.244 0.209  C11 1.133
46 H -0.940 6.336 2.755  C12 1.134
47 H -0.412 4.623 2.889  C12 1.116
48 H -2.475 7.298 1.113  C14 1.123
49 H -4.607 6.969 -0.238  C15 1.112
50 H -5.366 4.534 -0.804  C16 1.113
51 H -1.914 0.124 1.661  C21 1.123
52 H -5.151 -0.633 0.583  C23 1.127
53 H -3.418 -1.263 0.767  C23 1.128
54 C -7.760 -6.140 -1.599  O55 1.419, H60 1.091, H61 1.092, H62 1.095
55 O -8.157 -4.803 -1.859  C54 1.419, C56 1.425
56 C -7.055 -3.955 -2.169  O55 1.425, C57 1.521, H63 1.095, H64 1.093
57 C -6.935 -3.726 -3.668  C56 1.521, O58 1.425, H65 1.095, H66 1.094
58 O -6.598 -4.929 -4.353  C57 1.425, C59 1.419
59 C -7.723 -5.540 -4.964  O58 1.419, H67 1.095, H68 1.093, H69 1.091
60 H -8.650 -6.770 -1.633  C54 1.091
61 H -7.047 -6.507 -2.341  C54 1.092
62 H -7.319 -6.209 -0.598  C54 1.095
63 H -6.124 -4.363 -1.761  C56 1.095
64 H -7.243 -2.995 -1.682  C56 1.093
65 H -6.120 -3.017 -3.849  C57 1.095
66 H -7.854 -3.292 -4.072  C57 1.094
67 H -7.988 -4.999 -5.878  C59 1.095
68 H -8.587 -5.573 -4.296  C59 1.093
69 H -7.451 -6.563 -5.231  C59 1.091
70 C 3.398 -6.162 0.966  O71 1.419, H76 1.091, H77 1.092, H78 1.095
71 O 4.686 -6.755 1.039  C70 1.419, C72 1.423
72 C 5.571 -6.265 0.038  O71 1.423, C73 1.521, H79 1.095, H80 1.094
73 C 6.524 -5.221 0.601  C72 1.521, O74 1.424, H81 1.095, H82 1.094
74 O 5.830 -4.043 0.999  C73 1.424, C75 1.420
75 C 5.612 -3.985 2.401  O74 1.420, H83 1.095, H84 1.093, H85 1.091
76 H 2.873 -6.377 1.898  C70 1.091
77 H 3.453 -5.078 0.842  C70 1.092
78 H 2.834 -6.600 0.136  C70 1.095
79 H 5.011 -5.863 -0.812  C72 1.095
80 H 6.156 -7.118 -0.317  C72 1.094
81 H 7.227 -4.927 -0.186  C73 1.095
82 H 7.105 -5.630 1.434  C73 1.094
83 H 6.543 -3.706 2.907  C75 1.095
84 H 5.250 -4.935 2.800  C75 1.093
85 H 4.863 -3.217 2.598  C75 1.091

Its charge is 0. The calculation puts the frontier orbital gap at 7.6 eV. As for the HOMO energy: -9.10 eV. As for the spin multiplicity: 1.

Here are the Mulliken charges for atoms 1 to 4, given in e: number 1, C, carries -0.48; number 2, C, carries 0.64; number 3, O, carries -0.54; number 4, O, carries -0.33

4.
This record from the OMol25 dataset describes 5 unconnected molecules or ions with the total composition CH12O4. The level of theory is wB97M-V/def2-TZVPD.

Bonds (Å) are listed after each position.
CARTESIAN COORDINATES (ANGSTROEM)
1 C 0.359 -4.638 0.738  H2 1.155, H3 1.075, H4 1.115, H5 1.062
2 H 0.163 -3.581 1.161  C1 1.155
3 H -0.515 -5.256 0.841  C1 1.075
4 H 1.157 -5.108 1.359  C1 1.115
5 H 0.634 -4.561 -0.285  C1 1.062
6 H 1.756 -0.724 1.967  O8 0.956
7 H 1.725 -2.283 1.836  O8 0.990
8 O 1.467 -1.520 2.412  H6 0.956, H7 0.990
9 H -2.692 1.027 1.819  O11 0.941
10 H -3.554 0.408 0.725  O11 0.879
11 O -2.773 0.759 0.920  H9 0.941, H10 0.879
12 H 0.970 5.839 -1.935  O14 1.017
13 H -0.312 5.859 -3.005  O14 1.043
14 O 0.727 5.914 -2.920  H12 1.017, H13 1.043
15 H -0.416 -0.220 -0.740  O17 0.984
16 H 0.342 -1.353 -1.522  O17 0.965
17 O 0.402 -0.431 -1.244  H15 0.984, H16 0.965

Its charge is -1. As for the expectation value of S²: 0.75. For the energy above the lowest of the compared OMol25 structures with the same formula, charge and spin, the calculation gives 30.30 kcal per mole. The calculation puts the frontier orbital gap (alpha / beta) at 2.0 / 10.6 eV. As for the HOMO energy (alpha / beta): 1.06 / -7.54 eV. As for the spin multiplicity: 2.

Here are the Mulliken charges for atoms 1 to 4, given in e: number 1, C, carries -1.72; number 2, H, carries 0.18; number 3, H, carries 0.48; number 4, H, carries 0.39

Quick rundown of calculated total energy, same order as above: -10115.126 -14511.622 -52979.866 -9419.842 eV